1.
The following is a DFT calculation (the ωB97M-V functional and the def2-TZVPD basis) of a molecular structure, C43H53AsF5N4OSSbSi3Tl.

Its HOMO energy is -0.363 hartree. The energy above the lowest of the compared OMol25 structures with the same formula, charge and spin is 15.88 kcal/mol. Its total charge is +1. As for the HOMO-LUMO gap: 6.6668 eV.

XYZ file:
```
113
C43H53AsF5N4OSSbSi3Tl, DFT the ωB97M-V functional and the def2-TZVPD basis
Tl -0.81 -0.32 0.55
C 3.57 -2.38 4.77
C 2.22 -1.72 4.97
N 1.16 -2.40 4.23
C 0.63 -2.04 3.05
S 1.08 -0.52 2.36
N -0.20 -2.93 2.54
N -0.80 -2.59 1.38
C -1.48 -3.49 0.77
C -1.61 -4.90 1.25
C -2.13 -3.09 -0.49
C -2.72 -4.03 -1.34
C -3.33 -3.59 -2.50
C -3.34 -2.24 -2.80
C -2.72 -1.37 -1.92
N -2.14 -1.79 -0.80
H 4.34 -1.87 5.35
H 3.86 -2.35 3.72
H 3.55 -3.42 5.09
H 2.25 -0.69 4.64
H 1.94 -1.72 6.02
H 0.91 -3.34 4.51
H -1.30 -4.97 2.29
H -0.97 -5.56 0.66
H -2.64 -5.25 1.14
H -2.70 -5.07 -1.08
H -3.79 -4.31 -3.17
H -3.81 -1.86 -3.70
H -2.67 -0.31 -2.11
C 3.52 0.53 -5.35
C 3.22 -0.79 -5.08
C 2.75 -1.16 -3.82
C 2.57 -0.20 -2.84
C 2.86 1.13 -3.12
C 3.34 1.50 -4.37
As 1.85 -0.62 -1.08
C 3.46 -0.62 -0.01
C 4.18 0.48 0.41
C 5.30 0.30 1.22
C 5.68 -0.98 1.60
C 4.95 -2.09 1.17
C 3.83 -1.91 0.36
C 2.97 -2.99 -0.17
C 3.13 -4.35 0.08
C 2.27 -5.26 -0.52
C 1.25 -4.82 -1.36
C 1.08 -3.47 -1.60
C 1.93 -2.56 -1.00
H 3.88 0.82 -6.33
H 3.35 -1.55 -5.84
H 2.52 -2.20 -3.63
H 2.72 1.90 -2.36
H 3.56 2.54 -4.58
H 3.88 1.49 0.13
H 5.88 1.15 1.55
H 6.55 -1.12 2.22
H 5.26 -3.08 1.47
H 3.92 -4.70 0.72
H 2.41 -6.32 -0.34
H 0.61 -5.54 -1.84
H 0.28 -3.13 -2.25
C -0.74 2.04 4.52
Si -2.29 2.21 3.49
C -3.42 0.75 3.77
C -3.11 3.83 3.94
Sb -1.80 2.27 0.93
Si -4.17 2.16 -0.14
C -5.16 3.51 0.68
C -4.82 0.49 0.38
C -4.17 2.37 -1.98
Si 0.30 3.79 0.63
C -0.36 5.50 0.98
C 1.06 3.60 -1.05
C 1.49 3.21 1.94
H -1.07 1.90 5.55
H -0.13 2.94 4.49
H -0.13 1.19 4.23
H -3.35 0.43 4.81
H -3.17 -0.11 3.14
H -4.47 1.01 3.57
H -3.37 3.83 5.00
H -4.02 4.04 3.37
H -2.42 4.67 3.78
H -5.27 3.32 1.75
H -6.16 3.55 0.25
H -4.70 4.49 0.55
H -5.15 0.51 1.43
H -4.10 -0.32 0.27
H -5.69 0.24 -0.23
H -3.90 3.38 -2.28
H -5.18 2.17 -2.33
H -3.49 1.68 -2.48
H -1.11 5.79 0.24
H 0.45 6.23 0.94
H -0.82 5.55 1.97
H 0.52 4.16 -1.82
H 1.08 2.55 -1.35
H 2.08 3.98 -1.01
H 1.26 3.64 2.92
H 2.50 3.53 1.67
H 1.51 2.12 2.05
F 0.09 1.52 -6.94
C -0.19 1.41 -5.64
C -0.04 0.20 -4.99
F 0.36 -0.88 -5.66
C -0.34 0.10 -3.64
F -0.16 -1.11 -3.05
C -0.78 1.18 -2.86
O -1.04 1.09 -1.59
C -0.93 2.38 -3.58
F -1.38 3.47 -2.92
C -0.64 2.50 -4.92
F -0.79 3.68 -5.53
```

Mulliken atomic charge list, values in e, 99 entries: 0.85, -0.88, -0.44, -0.11, 0.33, -0.69, -1.68, 1.41, 0.71, -1.97, 0.30, -0.73, -1.09, -1.29, -1.06, 1.00, 0.40, 0.03, 0.37, 0.17, 0.41, 0.28, 0.42, 0.32, 0.46, 0.60, 0.43, 0.59, 1.02, -0.62, -0.76, -0.13, 0.62, -0.11, -0.87, 0.96, -0.23, -0.85, -0.80, -0.78, -0.60, 1.16, -0.21, -0.59, -1.15, -0.97, -0.40, 0.26, 0.41, 0.45, 0.39, 0.13, 0.45, 0.47, 0.47, 0.44, 0.40, 0.43, 0.42, 0.51, 0.56, -0.50, 0.69, -0.95, -1.11, -1.06, 0.79, -1.25, -0.62, -0.60, 0.38, -1.16, -0.16, -0.72, 0.46, 0.30, -0.11, 0.46, 0.23, 0.32, 0.39, 0.27, 0.28, 0.23, 0.44, 0.36, 0.33, -0.14, 0.46, 0.31, 0.48, -0.11, 0.33, 0.44, 0.29, 0.47, -0.82, 0.60, 0.39

2.
The following is a DFT calculation (the ωB97M-V functional and the def2-TZVPD basis) of 6 unconnected molecules or ions with the total composition C43H53BF15NO16.

Its HOMO energy is -0.320 hartree. As for the HOMO-LUMO gap: 8.5416 eV. The SMILES is COB(O)c1ccc(COc2cc(C)ccc2C(C)C)c2c1C(=O)N(CCCO)C2=O.CCOC(=O)C(F)(F)F.CCOC(=O)C(F)(F)F.CCOC(=O)C(F)(F)F.CCOC(=O)C(F)(F)F.CCOC(=O)C(F)(F)F.

XYZ file:
```
129
C43H53BF15NO16, DFT the ωB97M-V functional and the def2-TZVPD basis
C -2.23 -2.54 -0.13
O -1.80 -1.79 1.01
B -2.24 -0.48 1.09
O -1.33 0.54 0.99
C -3.77 -0.23 1.40
C -4.45 -1.15 2.20
C -5.80 -1.01 2.53
C -6.54 0.08 2.09
C -8.01 0.22 2.39
O -8.84 -0.23 1.31
C -8.37 -1.35 0.65
C -8.46 -2.56 1.32
C -8.01 -3.75 0.76
C -8.13 -5.06 1.49
C -7.43 -3.68 -0.50
C -7.36 -2.47 -1.18
C -7.85 -1.27 -0.64
C -7.77 0.03 -1.45
C -7.54 -0.25 -2.94
C -9.03 0.90 -1.32
C -5.86 1.00 1.30
C -4.53 0.85 0.94
C -4.18 1.97 0.02
O -3.17 2.06 -0.63
N -5.26 2.90 0.02
C -5.73 3.46 -1.28
C -4.61 3.99 -2.18
C -4.39 3.17 -3.47
O -4.87 1.83 -3.37
C -6.35 2.27 0.70
O -7.46 2.73 0.75
H -3.31 -2.75 -0.08
H -1.97 -2.03 -1.05
H -1.71 -3.50 -0.11
H -0.73 0.38 0.26
H -3.90 -2.00 2.58
H -6.27 -1.77 3.14
H -8.25 -0.35 3.29
H -8.24 1.27 2.55
H -8.90 -2.58 2.31
H -7.75 -5.86 0.86
H -9.18 -5.29 1.68
H -7.58 -5.06 2.43
H -7.05 -4.57 -0.99
H -6.91 -2.48 -2.16
H -6.88 0.55 -1.10
H -7.73 0.66 -3.51
H -8.23 -1.01 -3.30
H -6.52 -0.57 -3.14
H -9.91 0.32 -1.58
H -9.16 1.32 -0.33
H -8.94 1.74 -2.01
H -6.40 4.28 -1.03
H -6.34 2.71 -1.78
H -3.68 4.07 -1.64
H -4.87 5.01 -2.47
H -4.86 3.69 -4.31
H -3.33 3.11 -3.69
H -5.65 1.74 -3.94
C 2.11 -4.60 0.94
C 2.10 -5.89 0.15
O 0.86 -6.60 0.34
C -0.18 -6.16 -0.35
O -0.21 -5.25 -1.11
C -1.41 -7.05 -0.06
F -1.55 -7.27 1.26
F -1.26 -8.24 -0.66
F -2.51 -6.47 -0.51
H 1.93 -4.80 2.00
H 3.08 -4.11 0.85
H 1.35 -3.92 0.59
H 2.88 -6.57 0.49
H 2.26 -5.70 -0.92
C 0.44 1.37 -2.54
C 0.61 0.68 -3.87
O 1.72 -0.24 -3.79
C 1.47 -1.37 -3.14
O 0.44 -1.71 -2.65
C 2.76 -2.21 -3.07
F 3.80 -1.43 -2.74
F 3.02 -2.79 -4.24
F 2.63 -3.16 -2.14
H 1.36 1.84 -2.23
H -0.35 2.13 -2.59
H 0.16 0.64 -1.78
H 0.87 1.38 -4.66
H -0.29 0.16 -4.18
C 6.23 -1.09 -0.71
C 5.23 -0.70 0.36
O 5.86 -0.47 1.64
C 6.44 0.70 1.79
O 6.48 1.60 1.00
C 7.04 0.80 3.21
F 7.74 -0.29 3.52
F 6.06 0.94 4.11
F 7.85 1.85 3.30
H 6.81 -1.96 -0.40
H 5.71 -1.32 -1.63
H 6.93 -0.28 -0.90
H 4.52 -1.51 0.53
H 4.66 0.18 0.08
C 10.64 2.29 4.15
C 11.78 1.32 4.33
O 12.76 1.45 3.27
C 13.61 2.45 3.38
O 13.67 3.25 4.26
C 14.60 2.43 2.19
F 13.96 2.25 1.04
F 15.46 1.41 2.35
F 15.28 3.56 2.13
H 10.19 2.16 3.17
H 9.88 2.12 4.91
H 10.98 3.32 4.23
H 11.43 0.29 4.26
H 12.28 1.44 5.29
C 5.67 5.42 1.01
C 5.74 4.37 -0.08
O 4.44 4.14 -0.67
C 4.04 5.02 -1.57
O 4.62 5.98 -1.96
C 2.66 4.58 -2.12
F 1.83 4.24 -1.14
F 2.83 3.51 -2.91
F 2.10 5.54 -2.84
H 4.94 5.15 1.76
H 6.65 5.52 1.49
H 5.39 6.39 0.60
H 6.03 3.40 0.33
H 6.45 4.63 -0.86
```

Mulliken atomic charge list, values in e, 99 entries: 0.01, -0.60, 0.99, -0.56, 0.33, -0.69, -0.61, 0.53, -1.24, -0.56, 0.56, -0.58, 1.04, -1.42, -1.22, -0.98, 0.00, 3.00, -2.12, -1.64, 0.41, -0.21, 0.15, -0.59, 0.08, 0.05, -0.77, -0.54, -0.41, 0.14, -0.57, 0.26, 0.24, -0.27, 0.25, 0.55, 0.44, 0.40, 0.57, 0.45, 0.36, 0.33, 0.31, 0.32, 0.39, -0.89, 0.44, 0.47, 0.43, 0.41, 0.30, 0.46, 0.41, -0.15, 0.23, 0.50, 0.36, 0.21, 0.25, -0.90, -0.25, -0.33, 0.29, -0.49, 0.94, -0.26, -0.27, -0.22, 0.40, 0.26, 0.18, 0.35, 0.29, -0.44, -0.37, -0.37, 0.44, -0.53, 0.85, -0.28, -0.28, -0.18, 0.21, 0.44, -0.20, 0.36, 0.34, -1.04, -0.02, -0.35, 0.33, -0.69, 0.96, -0.26, -0.28, -0.24, 0.33, 0.27, 0.32

3.
The following is a DFT calculation (the ωB97M-V functional and the def2-TZVPD basis) of a molecular structure, C43H53Br2N5O2S3Ti.

The expectation value of S² is 0.75. Its HOMO energy (spin up / spin down) is -0.159 / -0.159 hartree. The energy above the lowest of the compared OMol25 structures with the same formula, charge and spin is 44.95 kcal/mol. The multiplicity is 2. Its total charge is -1. As for the HOMO-LUMO gap (spin up / spin down): 6.2243 / 6.2288 eV.

XYZ file:
```
109
C43H53Br2N5O2S3Ti, DFT the ωB97M-V functional and the def2-TZVPD basis
Ti -0.98 1.58 -1.45
C 0.78 1.45 1.18
N 1.08 2.22 -0.03
C 2.25 1.68 -0.75
C 1.89 0.81 -1.95
N 1.04 1.51 -2.91
C 1.60 2.81 -3.31
C 0.67 0.78 -4.09
C 1.60 0.12 -4.86
C 1.35 -0.28 -6.17
C 0.05 -0.09 -6.64
C -0.90 0.52 -5.89
C -0.63 0.97 -4.55
S -1.74 2.07 -3.79
C 1.17 3.63 0.28
C 1.99 4.05 1.33
C 2.09 5.40 1.66
C 1.36 6.35 0.91
C 0.52 5.88 -0.08
C 0.37 4.51 -0.44
S -0.79 4.08 -1.65
H 1.68 1.15 1.75
H 0.26 0.50 0.92
H 0.10 2.01 1.78
H 2.86 1.18 -0.03
H 2.79 2.56 -1.11
H 1.38 -0.07 -1.60
H 2.85 0.49 -2.41
H 2.61 2.67 -3.77
H 1.65 3.49 -2.46
H 0.83 3.24 -3.97
H 2.61 0.08 -4.51
H 2.15 -0.71 -6.80
H -0.15 -0.38 -7.68
H -1.90 0.68 -6.23
H 2.53 3.36 1.98
H 2.72 5.76 2.47
H 1.37 7.40 1.20
H -0.06 6.60 -0.63
C -2.01 -3.27 1.45
C -2.53 -2.00 2.08
C -3.38 -2.10 3.21
C -3.81 -1.01 3.85
C -3.42 0.26 3.35
C -3.78 1.47 4.02
Br -4.58 1.48 5.77
C -3.47 2.69 3.50
C -2.78 2.71 2.29
Br -2.37 4.42 1.60
C -2.40 1.63 1.52
O -1.90 1.77 0.34
C -2.67 0.31 2.11
N -2.23 -0.84 1.55
H -1.02 -3.48 1.93
H -1.81 -3.13 0.43
H -2.69 -4.09 1.62
H -3.62 -3.08 3.62
H -4.43 -1.11 4.74
H -3.86 3.59 3.93
C 5.86 -0.64 5.14
C 5.02 -0.06 4.04
N 4.65 -1.12 3.07
C 3.37 -1.34 2.64
S 3.08 -1.73 1.07
N 2.35 -1.27 3.53
C 2.45 -1.52 4.96
C 2.46 -3.01 5.32
H 6.33 0.18 5.68
H 6.73 -1.24 4.75
H 5.26 -1.27 5.82
H 5.63 0.72 3.55
H 4.12 0.45 4.47
H 5.27 -1.15 2.27
H 1.44 -1.42 3.18
H 1.64 -0.98 5.49
H 3.36 -1.07 5.30
H 1.49 -3.37 5.03
H 2.58 -3.13 6.40
H 3.29 -3.50 4.80
C 1.11 -2.55 -3.32
C 0.49 -2.48 -1.89
C 1.14 -3.55 -0.99
C -0.99 -2.67 -1.97
C -1.55 -3.95 -1.97
C -2.90 -4.24 -2.04
C -3.75 -3.13 -2.15
C -3.28 -1.83 -2.08
C -4.39 -0.71 -2.17
C -4.44 -0.29 -3.64
C -4.38 0.53 -1.25
C -1.86 -1.56 -1.94
O -1.41 -0.34 -1.72
H 2.04 -1.96 -3.32
H 0.45 -2.12 -4.07
H 1.35 -3.57 -3.56
H 0.65 -1.56 -1.40
H 1.01 -4.56 -1.35
H 0.72 -3.45 0.03
H 2.19 -3.26 -0.88
H -0.89 -4.76 -1.85
H -3.21 -5.28 -2.07
H -4.80 -3.26 -2.21
H -5.39 -1.19 -1.96
H -4.72 -1.15 -4.24
H -5.21 0.49 -3.82
H -3.47 0.06 -4.02
H -3.72 1.28 -1.64
H -4.06 0.39 -0.23
H -5.42 0.87 -1.34
```

Mulliken atomic charge list, values in e, 99 entries: 0.13, -1.47, 2.70, -2.15, 0.83, 1.80, -1.60, -0.08, -0.73, -0.75, -0.68, -0.85, 0.74, -0.41, -1.11, -0.41, -0.78, -0.83, -0.96, 1.35, -0.50, 0.14, -0.15, 0.65, 0.53, 0.60, -1.19, 0.73, 0.24, 0.44, 0.31, 0.38, 0.38, 0.30, 0.50, 0.32, 0.38, 0.35, 0.44, -0.33, 0.43, -0.88, -1.22, 1.08, 0.16, -0.29, -0.63, 0.36, -0.13, -0.91, 0.40, -0.37, 0.66, 0.16, -0.45, 0.49, 0.43, 0.29, 0.42, -1.11, -0.63, -0.08, 0.12, -0.41, 0.11, -0.23, -1.19, 0.36, 0.29, 0.25, 0.49, 0.27, 0.30, 0.09, 0.41, -0.07, 0.37, 0.38, 0.29, -1.59, 2.50, -1.93, -0.29, -0.67, -1.69, -0.57, 0.29, 0.65, -1.39, -1.24, 0.73, 0.86, 0.35, 0.27, 0.53, -1.16, 0.49, 0.24, 0.44

4.
The following is a DFT calculation (the ωB97M-V functional and the def2-TZVPD basis) of 2 unconnected molecules or ions with the total composition C43H53N3OP.

Its HOMO energy is -0.324 hartree. Its total charge is +1. As for the HOMO-LUMO gap: 3.9414 eV.

XYZ file:
```
101
C43H53N3OP, DFT the ωB97M-V functional and the def2-TZVPD basis
C 3.37 1.96 1.93
C 3.09 0.66 1.17
C 3.27 -0.54 2.08
C 3.98 0.49 -0.05
C 5.34 0.29 0.13
C 6.19 0.17 -0.96
C 5.66 0.23 -2.25
C 4.28 0.34 -2.46
C 3.74 0.30 -3.89
C 4.39 -0.85 -4.69
C 3.97 1.63 -4.61
C 3.43 0.48 -1.34
N 1.98 0.61 -1.48
P 0.82 -0.69 -1.51
H 0.22 -0.49 -0.14
N -0.26 0.36 -2.37
C -1.31 -0.06 -3.29
C -2.59 -0.29 -2.78
C -2.92 -0.07 -1.30
C -3.58 -1.31 -0.71
C -3.82 1.15 -1.10
C -3.61 -0.71 -3.64
C -3.38 -0.84 -5.01
C -2.11 -0.56 -5.51
C -1.05 -0.22 -4.67
C 0.35 -0.04 -5.28
C 0.48 1.27 -6.04
C 0.69 -1.21 -6.21
C 0.18 1.68 -2.38
C 1.43 1.82 -1.88
H 3.30 2.82 1.26
H 2.64 2.09 2.74
H 4.38 1.94 2.37
H 2.05 0.68 0.83
H 3.16 -1.48 1.53
H 4.27 -0.54 2.55
H 2.53 -0.51 2.87
H 5.73 0.21 1.15
H 7.26 0.01 -0.81
H 6.33 0.17 -3.11
H 2.66 0.11 -3.82
H 4.30 -1.80 -4.15
H 3.90 -0.97 -5.67
H 5.46 -0.64 -4.86
H 3.47 2.45 -4.08
H 5.04 1.85 -4.66
H 3.58 1.60 -5.64
H -1.97 0.11 -0.78
H -2.93 -2.18 -0.81
H -3.78 -1.15 0.35
H -4.53 -1.53 -1.22
H -3.37 2.04 -1.55
H -4.80 0.99 -1.57
H -3.97 1.34 -0.03
H -4.59 -0.94 -3.22
H -4.18 -1.16 -5.67
H -1.93 -0.64 -6.59
H 1.06 -0.04 -4.44
H 0.29 2.13 -5.38
H 1.49 1.39 -6.46
H -0.23 1.30 -6.87
H 0.53 -2.18 -5.71
H 0.07 -1.18 -7.12
H 1.75 -1.17 -6.53
H -0.45 2.46 -2.80
H 2.02 2.73 -1.80
C -7.70 -0.62 3.05
O -6.76 -1.71 2.89
C -5.43 -1.43 2.81
C -4.90 -0.12 2.97
C -3.53 0.06 2.93
C -2.63 -1.03 2.79
C -1.23 -0.88 3.08
C -0.81 -0.21 4.25
C 0.49 -0.40 4.91
C 1.54 -1.28 4.71
C 2.65 -1.23 5.58
C 2.63 -0.44 6.73
C 1.50 0.32 7.04
C 0.45 0.32 6.13
N -0.84 0.83 6.29
C -1.33 1.43 7.51
C -1.58 0.55 5.18
C -3.20 -2.31 2.52
C -4.55 -2.52 2.58
H -8.67 -1.10 2.98
H -7.56 -0.14 4.03
H -7.59 0.13 2.24
H -5.56 0.73 3.16
H -3.12 1.06 3.07
H -0.48 -1.47 2.57
H 1.48 -1.97 3.86
H 3.54 -1.82 5.33
H 3.50 -0.44 7.40
H 1.42 0.91 7.96
H -0.48 1.72 8.13
H -1.94 2.31 7.27
H -1.94 0.72 8.09
H -2.62 0.83 5.14
H -2.53 -3.14 2.32
H -5.00 -3.51 2.45
```

Mulliken atomic charge list, values in e, 99 entries: -1.66, 0.99, -0.96, 0.63, -0.51, -1.55, -0.87, 0.92, 2.36, -1.59, -1.38, -1.00, 1.23, -0.29, -0.16, 1.45, -1.06, 0.61, 1.28, -1.12, -1.52, -0.54, -1.53, -0.96, 1.03, 2.42, -1.36, -1.54, -0.94, -0.54, 0.41, 0.35, 0.34, 0.11, 0.43, 0.38, -0.23, 0.32, 0.36, 0.30, -1.25, 0.38, 0.36, 0.39, 0.23, 0.38, 0.40, -0.06, 0.36, 0.01, 0.37, 0.38, 0.35, 0.29, 0.32, 0.37, 0.29, -1.28, 0.24, 0.39, 0.37, 0.37, 0.39, 0.34, 0.51, 0.52, -0.83, -0.44, 0.83, -0.49, -0.66, 0.53, -0.73, 0.93, 0.68, -0.40, -0.45, -0.86, -0.73, -0.13, 0.20, -0.92, -1.18, -0.70, -0.74, 0.25, 0.34, 0.35, 0.41, 1.01, 0.57, 0.47, 0.42, 0.40, 0.27, 0.31, 0.35, 0.34, 0.70